Entry 1:
16
Properties=species:S:1:pos:R:3:mulliken_charge:R:1 method="wB97M-V/def2-TZVPD" charge=+1 homo_lumo_gap_ev=11.1496 largest_force_ha_per_bohr=0.0518 de_lowest_kj_mol=140.2 homo_energy_ev=-14.5
C 1.368 2.350 0.350 -0.728
N 0.095 1.644 -0.038 -0.284
H 1.146 3.409 0.349 0.334
H 2.149 2.056 -0.339 0.304
H 1.612 2.019 1.355 0.324
H -0.336 2.178 -0.803 0.414
H -0.041 0.614 -0.303 0.325
H -0.657 1.760 0.662 0.398
C -1.167 -1.877 0.800 -0.867
C -0.015 -1.501 -1.191 -0.307
N -0.261 -1.063 -0.021 -0.395
H -0.884 -1.771 1.841 0.285
H -2.152 -1.421 0.709 0.308
H -1.139 -2.914 0.482 0.350
H 0.720 -1.007 -1.814 0.262
H -0.571 -2.378 -1.513 0.278


Entry 2:
69
Properties=species:S:1:pos:R:3:mulliken_charge:R:1 method="wB97M-V/def2-TZVPD" homo_lumo_gap_ev=10.2668 largest_force_ha_per_bohr=0.0319 de_lowest_kj_mol=80.7 homo_energy_ev=-10.5
O 2.648 -8.392 13.836 -0.796
H 3.278 -7.667 14.064 0.348
H 1.864 -7.949 13.475 0.425
O -2.846 -5.534 18.482 -0.646
H -2.844 -6.260 19.170 0.321
H -2.054 -5.668 17.952 0.330
O -4.672 -10.080 16.153 -0.634
H -5.329 -9.427 15.887 0.307
H -4.183 -10.220 15.324 0.299
O 2.831 -6.410 18.350 -0.670
H 2.500 -6.706 17.502 0.284
H 2.297 -6.808 19.038 0.296
O 1.876 -9.074 16.212 -0.637
H 2.145 -9.865 16.692 0.255
H 2.270 -9.050 15.326 0.431
O -0.611 -11.001 19.598 -0.576
H -1.339 -10.874 18.989 0.380
H -0.675 -11.920 19.865 0.293
O -0.477 -3.128 16.202 -0.659
H -1.195 -3.692 16.517 0.311
H 0.266 -3.268 16.796 0.315
O 0.146 -7.284 13.287 -0.653
H 0.427 -6.350 13.138 0.329
H -0.563 -7.159 13.939 0.282
O 2.202 -3.723 17.115 -0.694
H 2.543 -4.526 17.564 0.327
H 2.637 -3.731 16.248 0.392
O 4.067 -6.237 15.552 -0.554
H 4.363 -5.443 15.068 0.279
H 4.857 -6.657 15.939 0.311
O -1.426 -10.587 13.505 -0.655
H -2.248 -10.828 13.070 0.293
H -1.235 -9.713 13.139 0.339
O 5.572 -8.039 17.159 -0.661
H 4.901 -8.167 17.837 0.310
H 5.867 -8.958 16.992 0.309
O -0.813 -8.907 15.763 -0.811
H 0.138 -9.062 15.936 0.433
H -1.044 -9.657 15.208 0.251
O -2.390 -9.917 17.918 -0.781
H -3.295 -9.726 17.633 0.294
H -1.787 -9.423 17.337 0.480
O -4.354 -5.823 13.548 -0.619
H -4.414 -5.256 14.316 0.358
H -5.181 -6.328 13.617 0.266
O -5.156 -5.153 16.655 -0.598
H -4.521 -5.447 17.302 0.358
H -5.752 -5.900 16.493 0.293
O 0.345 -4.430 13.790 -0.629
H -0.204 -4.174 13.036 0.303
H -0.100 -4.088 14.585 0.371
O -1.867 -8.058 20.116 -0.664
H -0.929 -7.878 20.244 0.354
H -1.902 -8.746 19.430 0.383
O -3.016 -3.139 13.870 -0.546
H -2.774 -2.288 14.282 0.290
H -3.353 -2.926 13.004 0.275
O -0.795 -6.069 16.437 -0.564
H -0.609 -7.011 16.436 0.194
H 0.036 -5.615 16.656 0.362
O 3.549 -3.258 14.376 -0.670
H 3.459 -2.317 14.619 0.304
H 2.652 -3.549 14.147 0.344
O -4.127 -3.402 19.985 -0.617
H -3.520 -3.925 19.451 0.393
H -4.696 -4.057 20.373 0.283
O 1.004 -8.490 21.089 -0.623
H 1.003 -8.172 21.991 0.298
H 0.527 -9.309 21.047 0.302


Entry 3:
54
Properties=species:S:1:pos:R:3:mulliken_charge:R:1 method="wB97M-V/def2-TZVPD" charge=+2 homo_lumo_gap_ev="6.8313 / 6.8594" largest_force_ha_per_bohr=0.0132 homo_energy_ev="-14.7 / -14.7"
Mo 0.541 0.047 -1.950 -0.629
O 2.464 -1.759 -3.195 -0.392
N 2.145 -1.315 -1.917 0.186
C 2.962 -1.628 -0.968 0.188
C 2.902 -1.389 0.473 0.171
C 4.064 -1.783 1.145 -1.025
C 4.162 -1.659 2.525 -0.936
C 3.090 -1.160 3.240 -0.729
C 1.922 -0.772 2.588 -0.481
C 1.813 -0.870 1.211 0.532
P 0.247 -0.484 0.393 2.247
C -0.688 -2.028 0.452 0.454
C -1.306 -2.433 1.636 -0.047
C -1.972 -3.648 1.685 -0.841
C -2.020 -4.465 0.564 -0.581
C -1.396 -4.075 -0.614 -0.970
C -0.731 -2.861 -0.667 -0.013
C -0.591 0.764 1.388 0.760
C 0.150 1.805 1.951 -0.466
C -0.499 2.836 2.613 -0.894
C -1.886 2.837 2.704 -0.562
C -2.626 1.811 2.134 -0.854
C -1.984 0.775 1.472 -0.757
H 3.278 -2.290 -3.147 0.356
H 3.858 -2.164 -1.282 0.340
H 4.898 -2.189 0.587 0.432
H 5.068 -1.959 3.032 0.436
H 3.155 -1.069 4.316 0.467
H 1.095 -0.384 3.167 0.458
H -1.276 -1.806 2.518 0.432
H -2.452 -3.958 2.603 0.455
H -2.542 -5.411 0.608 0.431
H -1.427 -4.718 -1.483 0.467
H -0.230 -2.595 -1.596 0.397
H 1.232 1.811 1.885 0.457
H 0.076 3.635 3.061 0.464
H -2.389 3.639 3.228 0.457
H -3.704 1.815 2.209 0.486
H -2.571 -0.019 1.030 0.488
I -0.297 -0.455 -4.560 0.181
C -1.315 -0.151 -2.687 -0.718
H -1.602 0.895 -2.534 0.390
H -2.092 -0.890 -2.531 0.605
Se 1.500 2.144 -1.726 -0.198
C -0.132 3.089 -2.213 0.199
C -0.316 3.505 -3.520 -0.395
C -1.512 4.163 -3.797 -0.374
N -2.461 4.397 -2.900 -0.529
C -2.241 3.994 -1.650 -0.424
C -1.095 3.331 -1.239 0.438
H 0.423 3.344 -4.292 0.469
H -1.708 4.519 -4.803 0.396
H -3.028 4.211 -0.937 0.416
H -0.955 3.020 -0.209 0.161


Entry 4:
147
Properties=species:S:1:pos:R:3:mulliken_charge:R:1 method="wB97M-V/def2-TZVPD" charge=+1 homo_lumo_gap_ev="5.0169 / 6.7879" largest_force_ha_per_bohr=0.0104 de_lowest_kj_mol=65.9 multiplicity=6 homo_energy_ev="-7.8 / -10.4"
Ru 0.196 0.361 0.714 1.337
S 6.406 0.826 -5.247 0.100
N 6.139 -0.021 -3.902 -0.672
C 5.031 0.465 -3.367 0.450
C 4.403 -0.018 -2.148 0.240
C 4.932 -1.069 -1.425 -1.198
C 4.278 -1.488 -0.283 -1.087
C 3.093 -0.855 0.056 -0.544
N 2.532 0.155 -0.615 2.038
C 3.209 0.621 -1.712 -1.027
C 2.709 1.746 -2.442 -0.051
N 1.619 2.449 -1.950 1.964
C 1.078 3.518 -2.609 -0.108
C 1.567 3.935 -3.796 -1.347
C 2.717 3.282 -4.329 -0.771
C 3.269 2.217 -3.652 1.108
C 4.465 1.530 -4.118 0.693
N 5.148 1.831 -5.207 -0.682
H 5.846 -1.536 -1.773 0.571
H 4.648 -2.299 0.328 0.548
H 2.556 -1.192 0.928 -0.438
H 0.249 4.003 -2.112 0.425
H 1.101 4.762 -4.312 0.538
H 3.183 3.625 -5.243 0.564
C -2.189 -6.006 -0.764 -1.010
C -1.666 -5.674 0.629 -0.738
C -2.068 -4.277 1.104 -0.877
C -1.420 -3.161 0.275 -0.516
Ge -1.529 -1.425 1.198 2.429
C -3.383 -0.772 0.941 0.540
C -4.528 -1.494 1.674 -0.520
C -4.879 -0.886 3.036 -0.707
C -3.898 -1.210 4.163 -0.592
H -1.958 -7.038 -1.035 0.457
H -1.745 -5.356 -1.520 0.072
H -3.275 -5.883 -0.808 0.293
H -0.573 -5.757 0.641 0.279
H -2.048 -6.409 1.343 0.459
H -1.791 -4.171 2.160 0.279
H -3.158 -4.195 1.061 0.384
H -1.895 -3.052 -0.700 0.578
H -0.372 -3.407 0.093 0.030
H -1.415 -1.843 2.680 -0.796
H -3.524 -0.863 -0.141 -0.082
H -3.445 0.294 1.173 -0.454
H -4.295 -2.555 1.805 -0.090
H -5.423 -1.453 1.048 0.397
H -5.872 -1.242 3.320 0.470
H -4.959 0.203 2.929 0.175
H -3.805 -2.291 4.296 0.309
H -4.241 -0.783 5.109 0.442
H -2.901 -0.815 3.962 -0.195
C -3.400 0.126 -4.766 -0.851
C -4.192 0.265 -3.630 -0.759
C -3.618 0.637 -2.422 -0.465
C -2.236 0.841 -2.321 1.233
C -1.458 0.703 -3.473 -0.087
C -2.034 0.360 -4.690 -0.688
Si -1.449 1.321 -0.700 0.143
C -2.487 2.829 -0.280 1.198
C -2.544 3.858 -1.231 -0.006
C -3.259 5.022 -0.995 -0.781
C -3.959 5.176 0.195 -0.796
C -3.941 4.159 1.139 -1.092
C -3.205 3.003 0.907 0.348
H -3.853 -0.149 -5.711 0.435
H -5.262 0.104 -3.689 0.489
H -4.255 0.780 -1.555 0.304
H -0.389 0.883 -3.423 0.209
H -1.417 0.269 -5.577 0.479
H 1.381 2.282 -0.976 -2.262
H -2.047 3.740 -2.189 0.396
H -3.284 5.802 -1.746 0.485
H -4.523 6.082 0.380 0.407
H -4.500 4.263 2.061 0.488
H -3.204 2.235 1.668 -0.022
C -2.313 -6.212 -5.409 -1.650
C -1.517 -5.234 -4.585 1.049
C -2.053 -4.002 -4.211 -0.953
C -1.313 -3.092 -3.474 -0.494
C -0.019 -3.421 -3.104 0.628
C 0.532 -4.648 -3.437 -0.819
C -0.222 -5.548 -4.178 -0.790
S 1.029 -2.196 -2.338 0.621
C 1.378 -1.313 -3.865 -0.303
O 0.134 -1.332 -1.487 -0.827
H -3.271 -5.790 -5.708 0.360
H -2.506 -7.127 -4.846 0.329
H -1.766 -6.493 -6.310 0.366
H -3.066 -3.749 -4.507 0.392
H -1.732 -2.133 -3.187 0.087
H 1.541 -4.899 -3.127 0.543
H 0.201 -6.510 -4.446 0.417
H 0.431 -1.075 -4.342 0.075
H 1.966 -1.979 -4.500 0.581
H 1.944 -0.415 -3.629 -0.257
C -1.074 2.066 3.216 0.102
C -0.027 1.753 4.291 -0.754
C 1.340 2.365 3.967 -1.504
C 0.081 0.268 4.566 0.053
C -0.433 -0.221 5.749 -0.616
C -0.284 -1.556 6.111 -1.328
C 0.505 -2.392 5.326 -0.799
C 1.057 -1.968 4.135 0.675
C 2.034 -2.884 3.424 0.340
C 3.412 -2.215 3.326 -1.404
C 1.527 -3.412 2.076 -0.760
C 0.722 -0.649 3.653 -0.664
N 0.953 -0.322 2.381 0.476
H -1.181 3.141 3.061 0.779
H -2.045 1.643 3.484 0.675
H -0.781 1.617 2.255 -1.017
H -0.376 2.214 5.216 0.972
H 1.695 2.031 2.997 -0.025
H 2.077 2.076 4.720 0.565
H 1.274 3.457 3.955 0.448
H -0.944 0.461 6.419 0.489
H -0.732 -1.928 7.024 0.399
H 0.706 -3.402 5.662 0.491
H 2.153 -3.753 4.075 0.827
H 3.370 -1.279 2.768 0.073
H 4.126 -2.884 2.840 0.421
H 3.790 -1.986 4.324 0.449
H 1.160 -2.613 1.436 -0.736
H 0.701 -4.111 2.231 0.365
H 2.323 -3.941 1.544 0.502
C -0.012 5.063 0.985 -1.136
N 1.426 4.907 1.125 0.426
C 2.174 6.096 1.510 -0.673
C 3.582 6.010 0.962 -0.705
C 4.214 4.742 1.489 -0.737
N 3.338 3.594 1.280 0.573
C 3.983 2.295 1.380 -0.701
C 2.005 3.681 1.051 -0.344
O 1.338 2.661 0.766 -0.116
H -0.248 5.688 0.121 0.454
H -0.426 5.538 1.877 0.518
H -0.475 4.094 0.853 -0.290
H 2.197 6.200 2.601 0.269
H 1.647 6.961 1.108 0.404
H 4.169 6.872 1.277 0.377
H 3.548 5.996 -0.130 0.283
H 4.434 4.849 2.556 0.338
H 5.156 4.537 0.978 0.357
H 4.623 2.103 0.514 0.455
H 3.231 1.518 1.441 -0.573
H 4.600 2.270 2.281 0.500


Please write out number 2 again, unchanged.
69
Properties=species:S:1:pos:R:3:mulliken_charge:R:1 method="wB97M-V/def2-TZVPD" homo_lumo_gap_ev=10.2668 largest_force_ha_per_bohr=0.0319 de_lowest_kj_mol=80.7 homo_energy_ev=-10.5
O 2.648 -8.392 13.836 -0.796
H 3.278 -7.667 14.064 0.348
H 1.864 -7.949 13.475 0.425
O -2.846 -5.534 18.482 -0.646
H -2.844 -6.260 19.170 0.321
H -2.054 -5.668 17.952 0.330
O -4.672 -10.080 16.153 -0.634
H -5.329 -9.427 15.887 0.307
H -4.183 -10.220 15.324 0.299
O 2.831 -6.410 18.350 -0.670
H 2.500 -6.706 17.502 0.284
H 2.297 -6.808 19.038 0.296
O 1.876 -9.074 16.212 -0.637
H 2.145 -9.865 16.692 0.255
H 2.270 -9.050 15.326 0.431
O -0.611 -11.001 19.598 -0.576
H -1.339 -10.874 18.989 0.380
H -0.675 -11.920 19.865 0.293
O -0.477 -3.128 16.202 -0.659
H -1.195 -3.692 16.517 0.311
H 0.266 -3.268 16.796 0.315
O 0.146 -7.284 13.287 -0.653
H 0.427 -6.350 13.138 0.329
H -0.563 -7.159 13.939 0.282
O 2.202 -3.723 17.115 -0.694
H 2.543 -4.526 17.564 0.327
H 2.637 -3.731 16.248 0.392
O 4.067 -6.237 15.552 -0.554
H 4.363 -5.443 15.068 0.279
H 4.857 -6.657 15.939 0.311
O -1.426 -10.587 13.505 -0.655
H -2.248 -10.828 13.070 0.293
H -1.235 -9.713 13.139 0.339
O 5.572 -8.039 17.159 -0.661
H 4.901 -8.167 17.837 0.310
H 5.867 -8.958 16.992 0.309
O -0.813 -8.907 15.763 -0.811
H 0.138 -9.062 15.936 0.433
H -1.044 -9.657 15.208 0.251
O -2.390 -9.917 17.918 -0.781
H -3.295 -9.726 17.633 0.294
H -1.787 -9.423 17.337 0.480
O -4.354 -5.823 13.548 -0.619
H -4.414 -5.256 14.316 0.358
H -5.181 -6.328 13.617 0.266
O -5.156 -5.153 16.655 -0.598
H -4.521 -5.447 17.302 0.358
H -5.752 -5.900 16.493 0.293
O 0.345 -4.430 13.790 -0.629
H -0.204 -4.174 13.036 0.303
H -0.100 -4.088 14.585 0.371
O -1.867 -8.058 20.116 -0.664
H -0.929 -7.878 20.244 0.354
H -1.902 -8.746 19.430 0.383
O -3.016 -3.139 13.870 -0.546
H -2.774 -2.288 14.282 0.290
H -3.353 -2.926 13.004 0.275
O -0.795 -6.069 16.437 -0.564
H -0.609 -7.011 16.436 0.194
H 0.036 -5.615 16.656 0.362
O 3.549 -3.258 14.376 -0.670
H 3.459 -2.317 14.619 0.304
H 2.652 -3.549 14.147 0.344
O -4.127 -3.402 19.985 -0.617
H -3.520 -3.925 19.451 0.393
H -4.696 -4.057 20.373 0.283
O 1.004 -8.490 21.089 -0.623
H 1.003 -8.172 21.991 0.298
H 0.527 -9.309 21.047 0.302